[1]
The following is a quantum chemistry calculation of a single C7H11F2I molecule, from the OMol25 dataset.

The geometry in XYZ format:
```
21
Properties=species:S:1:pos:R:3:forces:R:3
I 1.365143 -1.967803 -1.935602 0.822 1.385 -1.291
F -1.040984 -3.246598 -0.964872 0.658 -0.312 0.989
F 0.472942 -3.121929 0.634379 -0.250 -0.972 -0.179
C 1.819595 0.983744 0.759227 -0.733 -0.685 -0.955
C 0.523386 0.234715 -1.757386 -1.721 -0.876 1.457
C -0.179781 -2.410949 -0.279310 -1.313 0.313 0.493
C 0.347672 0.792075 0.689462 -1.590 0.033 -1.651
C -0.585436 1.072149 1.821494 0.034 2.995 -1.474
C -0.231450 0.340978 -0.458022 0.497 0.245 -0.870
C -1.707237 0.002283 -0.696307 1.041 1.950 0.994
H 2.176051 2.007630 0.862098 0.022 0.048 -0.753
H -0.109189 1.755723 2.525263 -0.167 0.368 -0.062
H -1.554373 1.539357 1.392418 1.442 -1.079 1.221
H 2.185718 0.290537 -0.008726 0.763 1.129 -0.273
H 1.424332 0.820857 -1.751269 0.108 0.105 -0.862
H -2.354983 0.821400 -0.377482 -0.115 -0.074 0.302
H -0.325272 0.306236 -2.495787 2.176 0.026 -0.145
H -1.848687 -0.030425 -1.754754 -0.459 -0.751 -0.528
H -1.903174 -0.893743 -0.161176 -0.707 -0.714 0.081
H 2.194887 0.501858 1.594937 0.573 -0.924 2.254
H -0.669160 0.201906 2.361416 -1.082 -2.209 1.252
```
Positions in Å, forces in eV/Å.

Output
Orbital gap: 0.2727 Eh
Largest force on an atom: 3.34 eV/A
Total energy: -20968.2333 eV
Net charge: 0

Just the Löwdin charges please, in e? Sure, here they are: I 1.09; F -0.11; F -0.05; C -0.04; C -0.30; C -0.54; C -0.29; C -0.03; C -0.39; C -0.07; H 0.10; H 0.08; H 0.11; H 0.05; H 0.03; H 0.08; H 0.07; H 0.06; H 0.05; H 0.06; H 0.06

---

[2]
The following is a quantum chemistry calculation of a single C7H11FN2 molecule, from the OMol25 dataset.

The geometry in XYZ format:
```
21
Properties=species:S:1:pos:R:3:forces:R:3
F -0.298256 -2.003335 -0.287352 0.274 0.145 -0.394
N -1.405179 -0.247403 0.411730 -3.567 1.589 -0.657
N 0.701716 -0.502947 1.143043 -2.835 -1.282 1.048
C -0.232683 -0.778414 0.314368 2.547 -2.130 2.059
C 1.905073 0.736567 -0.916460 0.111 0.405 0.816
C -2.299604 -0.424254 -0.763532 1.520 0.188 0.209
C -1.523248 0.930347 1.317609 -0.885 -3.472 0.118
C 1.997660 -0.546524 1.076540 3.942 1.939 -0.654
C 1.028372 -0.147941 -1.387097 -2.223 3.798 -3.481
C 2.686095 0.249196 0.162697 1.920 -0.646 -0.280
H -0.709000 0.720900 2.030583 -1.054 0.540 0.373
H -3.249638 0.019699 -0.655938 -0.958 0.755 0.667
H -2.478983 -1.463873 -1.004810 0.301 -0.172 0.060
H -1.780631 0.085457 -1.578937 -0.423 -0.226 -0.373
H 1.240316 -1.142119 -1.406870 0.652 -2.440 0.209
H 1.919567 1.821090 -0.967530 -0.469 0.047 -0.820
H -2.588266 0.900856 1.591253 0.572 0.110 0.838
H 0.137585 0.156856 -2.034645 1.485 -0.318 0.601
H -1.374494 1.818854 0.839387 0.749 2.493 -1.547
H 3.759177 0.642110 0.161171 -1.470 -1.159 0.891
H 2.564430 -0.825127 1.954789 -0.187 -0.166 0.318
```
Positions in Å, forces in eV/Å.

Output
Structure (SMILES): C=C/C=C\N=C(/F)N(C)C
Orbital gap: 0.3038 Eh
Largest force on an atom: 5.61 eV/A
Total energy: -13130.8515 eV
Net charge: 0

Just the Löwdin charges please, in e? Sure, here they are: F 0.08; N -0.11; N 0.08; C -0.51; C -0.18; C 0.00; C 0.01; C -0.16; C -0.03; C -0.13; H 0.10; H 0.07; H 0.09; H 0.07; H 0.05; H 0.11; H 0.10; H 0.09; H 0.05; H 0.12; H 0.11

---

[3]
The following is a quantum chemistry calculation of 2 unconnected molecules or ions with the total composition C7H11FN2S, from the OMol25 dataset.

The geometry in XYZ format:
```
22
Properties=species:S:1:pos:R:3:forces:R:3
S -2.754346 -0.531290 0.397232 0.613 -1.223 0.551
F 0.686289 -2.323093 -0.062504 -1.665 0.057 0.724
N 0.190764 0.641039 -2.566236 -3.465 -0.807 -3.517
N 0.919836 0.826218 -1.494377 1.400 0.325 2.641
C 0.193414 1.050508 -0.371221 -2.141 -1.557 -0.477
C -1.079458 -0.699106 0.019411 1.328 1.335 -0.643
C 0.965973 1.034871 0.890219 -2.609 1.710 3.345
C -0.638005 -1.967255 0.274113 -0.091 0.904 -0.602
C -1.656342 -2.829212 0.812751 0.511 2.665 -0.754
C -2.843563 -2.190219 0.980191 2.570 1.522 -1.450
C 1.955431 2.177762 0.946926 -1.033 1.266 -1.590
H 0.272119 1.245353 1.806418 0.654 -0.819 -1.780
H -1.530295 -3.800870 1.074132 0.487 -2.775 0.694
H -0.711136 1.688491 -0.599180 1.368 -0.504 0.654
H 2.529977 2.152465 1.821942 1.074 -0.301 1.159
H 2.528067 1.925558 0.052771 0.806 1.326 0.148
H -3.648056 -2.688722 1.346828 -2.550 -0.824 0.933
H -0.655219 -0.001068 -2.503988 1.827 0.598 0.165
H 1.471180 3.256995 0.964355 0.813 -2.307 -0.616
H 0.662785 0.699518 -3.453177 -0.118 -0.063 0.168
H 1.367071 0.055391 1.080929 0.547 -0.281 -0.127
H 1.773515 0.276667 -1.417533 -0.326 -0.246 0.376
```
Positions in Å, forces in eV/Å.

Output
Orbital gap: 0.3303 Eh
Largest force on an atom: 5.00 eV/A
Total energy: -23965.9348 eV
Net charge: 0

Just the Löwdin charges please, in e? Sure, here they are: S 0.93; F -0.02; N -0.01; N -0.15; C -0.18; C -0.40; C -0.27; C -0.35; C -0.14; C -0.40; C -0.11; H 0.15; H 0.07; H 0.14; H 0.04; H 0.06; H 0.03; H 0.12; H 0.13; H 0.09; H 0.10; H 0.16

---

[4]
The following is a quantum chemistry calculation of a single C7H11FSi molecule, from the OMol25 dataset.

The geometry in XYZ format:
```
20
Properties=species:S:1:pos:R:3:forces:R:3
Si 0.157164 -0.738223 -0.062878 1.915 0.020 -0.767
F 4.503426 -0.974992 -0.039130 -1.448 0.680 -0.011
C -0.712190 1.925144 0.252528 -0.146 -1.825 -2.094
C 3.222783 -0.430739 -0.118055 -0.878 -0.661 0.122
C 3.065430 0.892428 0.012867 1.361 1.517 -0.551
C 0.470493 1.082116 -0.195827 0.981 -0.976 1.911
C -0.133906 -1.820447 1.430501 -3.079 0.639 0.977
C -0.716205 -1.436780 -1.543953 -1.462 -1.101 -1.445
C 1.753004 1.542713 -0.156905 0.619 0.887 0.746
H -0.388466 2.910464 0.151088 -0.078 1.955 -0.049
H 3.929513 1.686477 0.153650 -1.496 -1.915 -0.300
H 0.697009 -2.261711 1.868531 1.984 -0.637 0.435
H 1.977867 2.648727 -0.118137 -1.082 -0.881 -0.062
H -0.836817 -2.674397 1.223923 0.582 0.869 -0.244
H -1.077998 1.715497 1.238969 0.088 -0.118 0.663
H -0.627082 -2.563618 -1.691419 -0.798 1.147 0.970
H -1.509119 1.654726 -0.459166 -0.267 0.777 0.321
H -0.307983 -1.203674 -2.509339 1.004 0.965 -0.321
H -1.790974 -1.023183 -1.773636 1.603 -1.067 1.141
H -0.622225 -1.298760 2.333244 0.598 -0.274 -1.442
```
Positions in Å, forces in eV/Å.

Output
Orbital gap: 0.2813 Eh
Largest force on an atom: 3.29 eV/A
Total energy: -18027.5249 eV
Net charge: 0

Just the Löwdin charges please, in e? Sure, here they are: Si 0.87; F -0.09; C -0.12; C -0.15; C -0.22; C -0.39; C -0.20; C -0.22; C -0.17; H 0.05; H 0.13; H -0.01; H 0.11; H 0.05; H 0.07; H 0.05; H 0.07; H 0.01; H 0.08; H 0.07

---

[5]
The following is a quantum chemistry calculation of a single C7H11N molecule, from the OMol25 dataset.

The geometry in XYZ format:
```
19
Properties=species:S:1:pos:R:3:forces:R:3
N -0.791357 -1.482829 0.468609 0.044 0.197 0.052
C -0.667807 1.237423 0.873101 0.033 0.088 0.200
C 0.381223 -0.925705 0.261072 -0.083 -0.069 0.008
C 0.378312 0.463526 0.057813 -0.452 -0.114 -0.100
C 1.314691 1.234459 -0.817139 0.022 0.062 0.012
C 1.660353 -1.734576 0.215539 -0.058 0.028 0.008
C -2.753753 0.428229 -0.558213 -0.014 -0.070 -0.008
C -1.670237 0.550836 0.152520 0.404 -0.067 -0.110
H 1.765134 -2.213313 -0.761949 -0.024 0.034 0.049
H -0.755142 -2.342769 1.022503 0.087 0.055 -0.090
H -0.617019 2.304332 0.646144 0.009 -0.072 -0.038
H 0.776152 1.733409 -1.631276 0.024 -0.035 0.040
H 1.849432 2.017359 -0.263652 -0.029 -0.049 -0.025
H 1.620460 -2.532718 0.959942 -0.026 0.037 -0.031
H 2.549396 -1.131234 0.397894 -0.048 0.000 -0.006
H -3.542727 1.174362 -0.486959 0.098 -0.038 0.051
H -0.630384 1.067225 1.951701 -0.019 -0.019 -0.073
H 2.051530 0.580649 -1.286214 -0.027 0.002 0.029
H -2.918255 -0.428664 -1.201436 0.058 0.031 0.032
```
Positions in Å, forces in eV/Å.

Output
Orbital gap: 0.2922 Eh
Largest force on an atom: 0.48 eV/A
Total energy: -8923.1208 eV
Net charge: 0

Just the Löwdin charges please, in e? Sure, here they are: N 0.10; C -0.15; C -0.42; C -0.26; C -0.06; C -0.03; C 0.02; C -0.10; H 0.08; H 0.06; H 0.13; H 0.08; H 0.08; H 0.08; H 0.07; H 0.06; H 0.13; H 0.07; H 0.06

---

[6]
The following is a quantum chemistry calculation of a molecular structure, C7H11N, from the OMol25 dataset.

The geometry in XYZ format:
```
19
Properties=species:S:1:pos:R:3:forces:R:3
N 0.301233 2.491109 0.620753 5.373 -4.505 2.174
C -0.955163 -1.222406 1.022781 -1.785 1.696 1.505
C -0.016865 1.131822 0.236098 -5.729 0.510 3.978
C 1.094326 1.566298 -0.403690 3.506 2.809 0.482
C 0.156660 -0.294443 0.443176 -0.246 -3.795 2.420
C -1.110764 -2.194625 2.019072 0.141 -1.261 -2.574
C 0.822314 0.835836 -1.595300 -1.684 -2.033 -7.137
C 0.310796 -0.709324 -1.070662 -1.445 1.787 -0.569
H -1.944760 -0.667172 0.587918 1.799 -2.305 0.753
H -0.260131 -2.704469 2.684151 -1.798 1.435 -1.823
H 1.015307 -1.529105 -1.165541 0.193 0.134 -0.231
H -0.743125 -1.066729 -1.608836 2.699 1.156 1.560
H -2.071057 -2.911440 1.805157 2.125 2.186 1.283
H 1.115704 -0.257654 0.917946 0.712 -1.690 0.662
H -0.217004 3.144343 0.227545 -3.651 3.284 -2.475
H 1.545346 0.721573 -2.443739 0.200 0.104 1.075
H -0.083010 1.216356 -2.255725 1.561 -0.355 1.715
H -0.972024 1.150271 -0.197167 -1.281 0.557 -1.878
H 2.012218 1.299758 0.176062 -0.691 0.286 -0.921
```
Positions in Å, forces in eV/Å.

Output
Orbital gap: 0.3576 Eh
Largest force on an atom: 7.61 eV/A
Total energy: -8919.2888 eV
Net charge: 0

Just the Löwdin charges please, in e? Sure, here they are: N 0.20; C -0.15; C -0.45; C -0.25; C -0.32; C -0.05; C -0.16; C -0.06; H 0.14; H 0.08; H 0.09; H 0.16; H 0.09; H 0.13; H 0.02; H 0.10; H 0.15; H 0.13; H 0.16